ORCA calculation (ωB97M-V/def2-TZVPD) on one molecule with the formula C2H3NO2S at a distorted geometry.

Output
Total energy = -18539.4595 eV
Gap between HOMO and LUMO = 10.343 eV
LUMO = 0.608 eV
Energy relative to the best compared isomer or geometry (same formula, charge and spin) = 385.3 kJ/mol
Highest occupied orbital energy = -0.358 Eh

```
! RIJCOSX wB97M-V def2-TZVPD def2/J DEFGRID3
* xyz 0 1
O 1.31911 2.20075 0.27227
C 1.09419 1.23307 -0.31821
O 0.84555 0.62196 -1.42178
N 0.82236 -0.16255 -0.15219
C -0.25370 -1.03206 0.16516
S -1.95349 -0.34910 -0.15896
H -0.05596 -1.96586 -0.35977
H -0.08400 -1.13657 1.30576
H -1.73406 0.59037 0.66771
*
```